Record 1
{
  "formula": "C17H23ClF16O4",
  "method": "ωB97M-V/def2-TZVPD",
  "smiles": "FC(F)C(F)(F)COC(F)(F)C(F)F.FC(F)C(F)(F)COC(F)(F)C(F)F.CC[C@@H](Cl)[C@H](COC)OC",
  "symbols": ["F", "C", "F", "C", "F", "F", "C", "O", "C", "F", "F", "C", "F", "F", "H", "H", "H", "H", "F", "C", "F", "C", "F", "F", "C", "O", "C", "F", "F", "C", "F", "F", "H", "H", "H", "H", "C", "C", "C", "Cl", "C", "C", "O", "C", "O", "C", "H", "H", "H", "H", "H", "H", "H", "H", "H", "H", "H", "H", "H", "H", "H"],
  "positions_angstrom": [[2.0566, -0.7864, 5.9554], [1.2202, 0.0546, 5.3107], [0.0503, -0.6205, 5.1494], [1.7684, 0.5047, 3.9594], [1.8853, -0.5398, 3.0968], [0.8530, 1.3518, 3.3906], [3.1057, 1.2589, 4.0223], [4.2823, 0.4837, 3.7732], [4.7897, -0.2369, 4.8970], [4.1781, 0.2108, 6.0205], [6.0943, 0.1317, 5.0129], [4.6953, -1.7574, 4.7260], [3.4201, -2.1607, 4.4958], [5.1091, -2.4031, 5.8483], [1.0179, 0.9111, 5.9608], [3.0876, 1.9898, 3.2043], [3.2016, 1.8680, 4.9289], [5.3106, -2.0973, 3.8882], [3.2006, 0.1753, -6.5759], [2.1968, -0.7178, -6.7075], [2.0886, -0.9765, -8.0387], [0.8729, -0.1972, -6.1549], [0.4277, 0.8774, -6.8591], [-0.0741, -1.1722, -6.3322], [0.8889, 0.1520, -4.6585], [1.0895, 1.5306, -4.3320], [2.4505, 1.9625, -4.3098], [3.2588, 0.8750, -4.3385], [2.6371, 2.5312, -3.0879], [2.7738, 2.9812, -5.4089], [2.4964, 2.4943, -6.6449], [4.0947, 3.3018, -5.4063], [2.4922, -1.6491, -6.2151], [-0.1157, -0.0707, -4.2780], [1.5499, -0.5053, -4.0814], [2.1973, 3.9007, -5.2739], [-1.1013, -0.5289, 2.1885], [-1.8228, -1.1869, 0.8344], [-2.1434, -0.0926, -0.3370], [-1.3110, -0.6620, -1.9122], [-3.7156, 0.3265, -0.5154], [-4.5704, 0.4750, 0.8748], [-6.0293, 0.2510, 0.6013], [-6.6120, -0.2833, 1.8741], [-4.4450, -0.4893, -1.5430], [-4.4431, -1.9130, -1.1894], [-0.1487, 0.0589, 1.7772], [-1.8075, 0.2469, 2.7298], [-0.7961, -1.4308, 2.8994], [-1.1184, -2.0269, 0.3619], [-2.8069, -1.7730, 1.1645], [-1.5688, 0.9070, -0.0267], [-3.6997, 1.4223, -0.9925], [-4.2942, -0.2793, 1.7225], [-4.5136, 1.6028, 1.2602], [-6.3314, 0.5250, 2.7028], [-7.7819, -0.4485, 1.8012], [-6.1534, -1.3101, 2.1977], [-3.4831, -2.4936, -1.5944], [-5.3678, -2.4005, -1.7631], [-4.5867, -2.1525, -0.0539]],
  "atomic_forces_ev_per_a": [[-0.53, 0.20, -0.12], [-0.78, -0.37, 0.59], [0.11, 0.21, -0.22], [0.52, -0.29, -0.84], [-0.04, 0.18, 0.46], [0.20, 0.12, 0.70], [0.46, 0.87, -0.54], [-0.25, -1.16, 1.53], [-0.12, 2.18, -0.44], [0.79, -0.50, -0.16], [-0.48, -0.66, -0.15], [-0.16, -1.02, -0.13], [0.57, 0.22, -0.13], [0.06, 0.55, -0.13], [0.10, 0.10, -0.14], [-0.07, -0.37, 0.02], [-0.15, -0.37, -0.06], [0.05, 0.27, 0.03], [-0.20, -0.41, -0.27], [0.46, -0.50, -0.81], [-0.29, 0.02, 0.19], [-0.68, 0.80, 0.08], [0.32, -0.36, 0.06], [0.59, -0.10, 0.11], [-0.75, -0.17, 0.80], [1.85, 0.18, -0.76], [-1.28, -1.50, 1.23], [0.16, 0.93, 0.24], [0.03, 0.22, -0.74], [0.14, 0.57, -0.83], [-0.09, 0.30, 0.58], [-0.24, -0.26, 0.40], [-0.14, 0.05, 0.13], [0.15, 0.23, -0.30], [0.03, 0.17, -0.34], [-0.05, -0.16, 0.22], [0.03, -0.25, -1.48], [-0.08, -1.01, 0.35], [0.36, 0.81, 2.06], [-1.00, 0.67, 1.17], [-0.43, 1.05, -1.65], [-0.89, 0.32, 0.23], [1.12, -1.16, 2.12], [0.01, 0.69, 0.53], [1.60, -0.53, 2.76], [-0.68, -1.56, -0.90], [-2.13, -1.47, 1.16], [1.39, -1.71, -1.05], [-0.61, 2.23, -1.48], [-1.43, 1.98, 1.17], [2.08, 1.39, -0.79], [-1.23, -2.20, -0.83], [-0.11, -2.56, 0.87], [-0.02, 1.49, -1.63], [0.33, -2.48, -0.67], [-0.94, -1.83, -1.44], [2.56, 0.70, -0.18], [-0.59, 1.81, -0.79], [-1.85, 1.48, 0.99], [1.96, 1.19, 1.27], [0.26, 0.74, -2.03]],
  "lowdin_charge": [0.088, -0.286, 0.081, -0.432, 0.112, 0.082, -0.052, 0.033, -0.475, 0.120, 0.139, -0.264, 0.086, 0.096, 0.176, 0.152, 0.147, 0.177, 0.084, -0.292, 0.090, -0.428, 0.124, 0.103, -0.074, 0.030, -0.475, 0.119, 0.135, -0.265, 0.087, 0.093, 0.175, 0.092, 0.146, 0.176, -0.127, -0.271, -0.556, 0.575, -0.267, -0.151, -0.251, -0.118, -0.220, -0.130, 0.081, 0.089, 0.093, 0.106, 0.097, 0.125, 0.167, 0.104, 0.151, 0.106, 0.109, 0.093, 0.091, 0.116, 0.090]
}


Record 2
{
  "formula": "C23H27F10N3O4S2SeSr",
  "method": "ωB97M-V/def2-TZVPD",
  "total_charge": -2,
  "symbols": ["Sr", "C", "C", "C", "C", "C", "C", "C", "C", "C", "H", "H", "H", "H", "H", "H", "H", "H", "H", "H", "H", "H", "C", "C", "N", "C", "C", "C", "C", "N", "C", "C", "F", "C", "F", "C", "C", "F", "C", "F", "H", "H", "H", "H", "H", "H", "H", "H", "H", "H", "H", "H", "H", "H", "H", "F", "C", "F", "F", "S", "O", "O", "N", "S", "O", "O", "C", "F", "F", "F", "Se"],
  "positions_angstrom": [[0.3535, -0.6674, 0.7172], [1.2741, 4.2963, -1.6271], [0.7293, 4.1610, -0.2305], [1.5698, 3.7667, 0.8020], [1.0707, 3.5615, 2.0800], [1.8935, 2.9466, 3.1681], [-0.2700, 3.7968, 2.3270], [-1.1287, 4.1697, 1.3064], [-2.5859, 4.1861, 1.6116], [-0.6166, 4.3726, 0.0355], [1.7865, 3.3773, -1.9021], [1.9914, 5.1157, -1.6995], [0.4725, 4.4701, -2.3415], [2.6127, 3.5717, 0.5861], [2.9562, 2.9662, 2.9434], [1.5403, 1.9099, 3.2371], [1.7154, 3.4387, 4.1205], [-0.6987, 3.5413, 3.2834], [-2.7998, 4.8361, 2.4529], [-2.7976, 3.1459, 1.8967], [-3.1737, 4.4968, 0.7568], [-1.2794, 4.6394, -0.7761], [-2.6701, 1.8867, -2.6098], [-1.9769, 1.4090, -1.3211], [-1.8337, -0.0398, -1.2274], [-3.0971, -0.7630, -1.2972], [-4.0148, -0.4269, -0.1332], [-0.8876, -0.5938, -2.1698], [-0.2810, -1.9102, -1.6706], [-0.7451, -2.2591, -0.3859], [-0.3913, -3.4118, 0.1063], [-0.9485, -3.7984, 1.3592], [-1.8404, -2.9434, 1.9447], [-0.6124, -4.9518, 2.0105], [-1.1844, -5.2598, 3.2059], [0.2877, -5.8644, 1.4746], [0.8272, -5.5375, 0.2460], [1.7114, -6.4140, -0.3332], [0.4812, -4.4050, -0.4411], [1.0577, -4.2715, -1.6914], [-2.4931, 2.9464, -2.7694], [-3.7426, 1.7229, -2.5535], [-2.2832, 1.3455, -3.4700], [-2.5073, 1.7222, -0.4163], [-0.9712, 1.8240, -1.2198], [-2.8480, -1.8200, -1.2281], [-3.6011, -0.5887, -2.2682], [-3.4694, -0.6369, 0.7929], [-4.9217, -1.0243, -0.2037], [-4.2794, 0.6236, -0.1244], [-0.0806, 0.1221, -2.3089], [-1.3472, -0.7666, -3.1627], [0.8201, -1.8106, -1.7216], [-0.4879, -2.7057, -2.4075], [0.5809, -6.7556, 1.9999], [4.0994, -3.6063, 2.3427], [3.9534, -2.5819, 1.4575], [4.8473, -1.6716, 1.8672], [4.3685, -3.0913, 0.2775], [2.1231, -2.1405, 1.4419], [2.0339, -0.8216, 2.0117], [1.5539, -3.2194, 2.1741], [1.7218, -2.0876, -0.0247], [2.3605, -0.8248, -0.6032], [3.6755, -0.5917, -0.0800], [1.4786, 0.2847, -0.7537], [2.8852, -1.2344, -2.3764], [3.6364, -2.3514, -2.3381], [3.7205, -0.2102, -2.6952], [2.0898, -1.3506, -3.4700], [-1.4119, 0.7587, 2.0141]],
  "atomic_forces_ev_per_a": [[-15.16, 6.99, 5.02], [-0.03, 0.01, 0.18], [0.02, 0.10, -0.11], [-0.15, -0.03, 0.02], [0.21, 0.34, 0.18], [-0.18, -0.17, -0.24], [-0.02, -0.12, -0.27], [0.13, 0.36, 0.11], [0.19, -0.17, -0.03], [0.14, -0.04, 0.01], [0.10, -0.11, -0.16], [0.05, 0.06, -0.06], [-0.05, 0.03, -0.11], [0.15, -0.09, 0.02], [0.18, -0.04, -0.03], [0.14, -0.03, 0.20], [0.00, 0.00, 0.17], [0.04, -0.01, 0.18], [-0.14, 0.15, 0.22], [-0.33, -0.01, -0.04], [-0.25, 0.01, -0.22], [-0.16, 0.02, -0.14], [0.27, -0.06, 0.42], [-0.08, -0.23, -0.01], [0.04, 0.07, -0.61], [0.02, 0.08, 0.35], [0.36, -0.28, -0.09], [-0.45, 0.30, -0.30], [-0.31, -0.64, -1.70], [-1.51, -1.26, -1.10], [-0.47, -2.04, -0.11], [-0.92, 0.19, 0.55], [0.64, -0.62, -0.40], [-0.19, -0.45, -0.06], [0.10, 0.25, -0.25], [0.12, 0.10, -0.05], [0.03, -0.69, 0.07], [-0.33, 0.39, 0.20], [0.06, -0.14, -0.49], [-0.20, 0.12, 0.52], [0.00, 0.23, -0.01], [-0.19, -0.02, -0.06], [0.03, -0.04, -0.23], [0.14, 0.13, -0.13], [-0.08, 0.13, -0.08], [-0.04, -0.07, -0.12], [0.06, -0.03, -0.05], [-0.18, 0.11, -0.02], [-0.20, -0.10, 0.04], [-0.16, 0.23, 0.07], [-0.15, 0.19, -0.18], [0.07, 0.02, -0.01], [-1.12, -0.33, -0.53], [0.03, 0.21, 0.09], [0.01, -0.10, 0.08], [-0.37, 0.34, -0.17], [1.73, -1.46, 0.40], [-0.79, 0.06, -0.20], [-0.41, 0.37, 0.38], [5.08, -3.76, 5.42], [2.73, -0.33, 2.55], [0.16, 0.49, -0.36], [3.93, -4.01, -2.21], [6.66, 1.18, -5.67], [-0.20, 0.65, -0.29], [2.01, 2.52, -2.69], [1.32, -0.33, -1.47], [-0.50, 0.34, 0.18], [-0.40, -0.21, 0.33], [-0.17, 0.12, 1.36], [-1.07, 1.13, 1.75]],
  "lowdin_charge": [1.090, -0.064, -0.293, -0.030, -0.304, -0.059, -0.109, -0.326, -0.093, -0.043, 0.068, 0.067, 0.063, 0.110, 0.066, 0.064, 0.069, 0.096, 0.065, 0.001, 0.062, 0.101, -0.079, -0.277, -0.217, -0.260, -0.112, -0.202, -0.272, -0.167, -0.273, -0.165, 0.061, -0.241, 0.057, 0.011, -0.231, 0.038, -0.146, 0.032, 0.053, 0.057, 0.056, 0.050, 0.096, 0.105, 0.103, 0.000, 0.060, 0.054, 0.097, 0.113, 0.039, 0.132, 0.112, 0.094, -0.587, 0.128, 0.112, 0.546, -0.426, -0.177, -0.504, 0.543, -0.239, -0.412, -0.559, 0.125, 0.100, 0.126, -0.156]
}


Number 1: total energy -82188.8738 eV, Kohn-Sham gap 10.29 eV. Number 2: total energy -151969.4109 eV, Kohn-Sham gap 3.90 eV.